(1)
{
  "formula": "C23H58N5O8",
  "method": "wB97M-V/def2-TZVPD",
  "symbols": ["N", "C", "C", "N", "C", "N", "C", "C", "O", "O", "N", "N", "H", "H", "H", "H", "H", "H", "H", "H", "H", "H", "C", "C", "C", "O", "H", "H", "H", "H", "H", "H", "H", "H", "C", "C", "C", "O", "H", "H", "H", "H", "H", "H", "H", "H", "C", "C", "C", "O", "H", "H", "H", "H", "H", "H", "H", "H", "C", "C", "C", "O", "H", "H", "H", "H", "H", "H", "H", "H", "C", "C", "C", "O", "H", "H", "H", "H", "H", "H", "H", "H", "C", "C", "C", "O", "H", "H", "H", "H", "H", "H", "H", "H"],
  "coordinates": [[2.137385, -1.148020, 1.533175], [1.977915, -1.654494, 0.153302], [2.775285, -2.951714, 0.017744], [3.154791, -3.584430, 1.153611], [3.863946, -4.652584, 0.674015], [4.445985, -5.537279, 1.474952], [5.245618, -6.675579, 1.053098], [4.405090, -7.902115, 0.596214], [3.431643, -7.848858, -0.072960], [4.846267, -9.142660, 0.956135], [3.892717, -4.686458, -0.669991], [3.191277, -3.595509, -1.061472], [1.822991, -0.177439, 1.466623], [3.129187, -1.067666, 1.762705], [2.411181, -0.914980, -0.561607], [0.895986, -1.767459, -0.030267], [4.358702, -5.369192, 2.471141], [5.978541, -6.356869, 0.280486], [5.835372, -6.999299, 1.935895], [5.596412, -9.059236, 1.569394], [4.344922, -5.361785, -1.274587], [3.009988, -3.322415, -2.020250], [1.158055, 4.041037, -0.496659], [0.588235, 3.060589, 0.516053], [0.087789, 3.777133, 1.758410], [1.600694, 2.111936, 0.885693], [2.010402, 4.584555, -0.076017], [1.522621, 3.511475, -1.378997], [0.405009, 4.765534, -0.811225], [-0.228489, 2.499246, 0.063446], [0.903626, 4.312038, 2.255078], [-0.308815, 3.060340, 2.481477], [-0.697433, 4.494506, 1.511017], [2.331085, 2.596787, 1.288519], [-0.857656, -5.929266, -2.980034], [0.383957, -5.301152, -2.369778], [0.976464, -6.183510, -1.281469], [0.053640, -4.020761, -1.818747], [-1.634371, -6.065911, -2.222260], [-1.275688, -5.280148, -3.751250], [-0.631778, -6.899345, -3.425352], [1.129903, -5.130764, -3.151476], [0.262879, -6.330007, -0.465913], [1.855813, -5.718638, -0.849085], [1.258344, -7.160684, -1.675210], [-0.605744, -4.157493, -1.127506], [-4.530658, 1.531634, -0.015457], [-3.082610, 1.206388, 0.299301], [-2.929179, 0.675734, 1.716384], [-2.279727, 2.383488, 0.142996], [-4.911807, 2.306980, 0.657676], [-4.622772, 1.920768, -1.030824], [-5.161739, 0.647958, 0.077888], [-2.711512, 0.468041, -0.412271], [-3.254668, 1.421175, 2.448207], [-1.881043, 0.454727, 1.932711], [-3.515054, -0.233468, 1.862109], [-2.599528, 3.045421, 0.769466], [3.087005, 5.550661, 4.859894], [3.746038, 5.774092, 3.507047], [5.184707, 6.242638, 3.661980], [3.003819, 6.743898, 2.770363], [3.059419, 6.479916, 5.435532], [2.052841, 5.224500, 4.733006], [3.621849, 4.796994, 5.441291], [3.722663, 4.846406, 2.929810], [5.226435, 7.194734, 4.198125], [5.640681, 6.408138, 2.684322], [5.783338, 5.509949, 4.206828], [3.016230, 7.569007, 3.269304], [-3.011454, -2.615510, -3.046739], [-4.109179, -2.320627, -2.035015], [-5.411517, -3.006661, -2.417238], [-4.317361, -0.911320, -1.952451], [-3.288551, -2.245698, -4.037887], [-2.085007, -2.110165, -2.766353], [-2.816174, -3.687705, -3.117601], [-3.794838, -2.656009, -1.043751], [-5.767230, -2.649596, -3.387746], [-6.191986, -2.779366, -1.689223], [-5.287863, -4.090187, -2.469350], [-4.596271, -0.600461, -2.822125], [-2.994621, 6.558902, -1.604695], [-3.804436, 5.407200, -2.181028], [-5.036117, 5.120518, -1.335372], [-2.989484, 4.239246, -2.251069], [-2.641542, 6.318412, -0.596776], [-2.109850, 6.747624, -2.215252], [-3.586990, 7.474699, -1.556139], [-4.108401, 5.647255, -3.201725], [-4.750352, 4.833143, -0.318763], [-5.602608, 4.286721, -1.753975], [-5.689811, 5.993182, -1.279256], [-2.712822, 4.015168, -1.352232]],
  "forces_ev_per_angstrom": [[0.01, 0.28, -0.60], [1.02, 0.51, -0.12], [-0.91, 0.15, 2.33], [0.87, -0.92, -2.15], [-0.69, 0.72, 0.73], [0.38, -0.69, 0.30], [0.37, -0.37, 0.61], [0.76, -1.12, 0.21], [-0.80, 1.00, -0.61], [0.61, 1.27, 0.45], [0.54, -0.25, 0.76], [-0.45, 1.23, -0.96], [-0.16, -0.05, 0.29], [-0.23, -0.19, -0.05], [-0.50, -0.59, -0.03], [0.58, -0.31, -0.26], [-0.17, 0.09, -0.35], [-0.45, -0.44, 0.25], [-0.20, 0.42, -0.54], [-0.18, -0.32, -0.21], [-0.39, 0.25, -0.14], [0.11, -0.41, 0.07], [0.12, -0.09, -0.12], [0.29, 0.51, -0.05], [-0.08, -0.22, 0.18], [0.10, -0.49, 0.03], [-0.10, 0.08, 0.08], [-0.11, 0.00, -0.01], [0.03, -0.01, 0.00], [0.33, -0.07, 0.15], [-0.02, 0.13, -0.13], [-0.06, -0.01, -0.08], [0.07, 0.05, 0.02], [-0.09, 0.05, -0.05], [-0.01, 0.09, -0.28], [-0.54, -0.36, 0.53], [-0.03, -0.03, -0.15], [0.42, 0.28, -0.11], [0.10, -0.08, 0.07], [0.10, -0.06, -0.02], [-0.03, 0.01, 0.03], [-0.05, 0.20, 0.01], [-0.08, -0.06, -0.11], [-0.03, -0.12, 0.02], [0.01, 0.01, 0.09], [-0.01, -0.02, -0.10], [-0.12, 0.05, -0.20], [-0.49, 0.17, 0.44], [0.27, -0.08, 0.03], [-0.12, 0.09, -0.20], [0.07, -0.07, 0.11], [0.04, -0.09, 0.00], [0.02, 0.03, -0.02], [0.08, 0.19, -0.09], [-0.12, -0.02, -0.05], [-0.03, -0.04, -0.03], [-0.01, 0.04, 0.01], [-0.01, -0.16, 0.09], [-0.16, -0.22, -0.01], [0.10, 0.58, 0.53], [0.16, -0.11, -0.20], [-0.11, -0.25, -0.30], [0.13, -0.01, -0.02], [0.05, -0.04, -0.02], [-0.02, 0.04, 0.03], [-0.10, 0.11, -0.13], [-0.06, -0.07, 0.10], [-0.02, -0.06, 0.02], [0.00, 0.05, 0.01], [0.01, -0.06, -0.03], [0.22, 0.02, 0.12], [-0.22, 0.05, -0.75], [-0.13, -0.07, 0.22], [0.13, -0.04, 0.31], [-0.11, -0.08, 0.02], [-0.01, -0.07, 0.03], [-0.02, 0.06, -0.03], [-0.03, 0.20, 0.06], [0.12, -0.05, -0.04], [0.06, -0.04, 0.02], [-0.03, 0.02, -0.03], [0.01, -0.02, 0.06], [0.09, 0.15, -0.18], [0.17, -0.07, 0.64], [-0.20, -0.05, -0.14], [-0.04, 0.07, -0.28], [-0.13, -0.02, 0.03], [-0.07, 0.01, -0.03], [0.04, -0.01, 0.04], [0.09, -0.13, -0.03], [0.06, 0.11, 0.00], [0.01, 0.06, -0.03], [0.01, -0.03, 0.04], [-0.01, -0.23, -0.13]],
  "charge": 1,
  "relative_energy_ev": 0.000,
  "gap_ev": 8.5
}


(2)
{
  "formula": "C23H59BN2O7P3S2",
  "method": "wB97M-V/def2-TZVPD",
  "symbols": ["C", "C", "C", "C", "C", "C", "C", "C", "C", "C", "C", "C", "B", "C", "S", "C", "C", "P", "P", "O", "O", "O", "P", "O", "O", "S", "H", "H", "H", "H", "H", "H", "H", "H", "H", "H", "H", "H", "H", "H", "H", "H", "H", "H", "H", "H", "H", "H", "H", "H", "H", "H", "H", "H", "H", "H", "H", "H", "H", "H", "H", "H", "H", "C", "C", "C", "O", "C", "N", "H", "H", "H", "H", "H", "H", "H", "H", "H", "H", "H", "C", "C", "C", "O", "C", "N", "H", "H", "H", "H", "H", "H", "H", "H", "H", "H", "H"],
  "coordinates": [[-3.629610, -5.179554, 3.741627], [-3.850576, -4.172216, 2.565383], [-4.624593, -4.841478, 1.365034], [-3.712500, -5.880301, 0.612958], [-2.638208, -5.172993, -0.288829], [-1.491190, -6.195864, -0.614760], [-0.084907, -5.775037, -0.083909], [0.371179, -4.334633, -0.498570], [0.138898, -3.965511, -2.005808], [-0.626971, -2.598217, -2.069804], [-0.261143, -1.712833, -3.327998], [0.023810, -0.227170, -2.910532], [-1.294735, 0.743873, -2.770687], [-0.669852, 2.330724, -2.753880], [-0.881022, 3.309160, -1.199480], [0.783120, 3.776078, -0.575650], [1.549174, 2.488120, -0.069156], [-2.182205, 0.474602, -1.037274], [-4.157842, 1.360416, -0.945190], [-4.259117, 2.769452, -1.476498], [-5.381299, 0.417758, -1.591283], [-4.541961, 1.430665, 0.704360], [-2.485321, 0.673145, -4.285484], [-3.427058, 2.066113, -4.485757], [-1.470612, 0.658915, -5.668491], [-3.725861, -0.827349, -4.325106], [-4.567603, -5.646760, 4.098022], [-3.180331, -4.627029, 4.599077], [-2.876542, -5.942716, 3.448292], [-4.390008, -3.278934, 2.935604], [-2.870012, -3.850526, 2.156373], [-4.960873, -4.028855, 0.682879], [-5.548180, -5.328959, 1.749446], [-3.234857, -6.501303, 1.400180], [-4.392783, -6.525544, 0.021739], [-2.250548, -4.245097, 0.166932], [-3.146297, -4.937273, -1.249912], [-1.392138, -6.387543, -1.704869], [-1.763446, -7.156590, -0.119144], [-0.153327, -5.771861, 1.034157], [0.698936, -6.532113, -0.314495], [1.441811, -4.225989, -0.210542], [-0.177709, -3.614372, 0.149203], [-0.476158, -4.705645, -2.556363], [1.114895, -3.925297, -2.540386], [-1.716157, -2.803509, -2.018594], [-0.369433, -1.967781, -1.187099], [0.712556, -2.130767, -3.694946], [-0.973561, -1.829087, -4.163197], [0.631010, 0.217254, -3.738998], [0.671816, -0.212982, -2.006552], [0.437350, 2.251701, -2.893447], [-1.041588, 2.877296, -3.647233], [1.387830, 4.376459, -1.283478], [0.604916, 4.411235, 0.321466], [2.294939, 2.788745, 0.693921], [1.989821, 2.013761, -0.966235], [0.828776, 1.811729, 0.434239], [-2.435620, -0.931213, -0.848469], [-5.779013, 0.959455, -2.282310], [-3.747890, 1.238574, 1.211217], [-2.895953, 2.802611, -4.807367], [-1.859198, 1.267400, -6.304878], [7.774304, 4.475255, -1.054900], [6.905784, 3.645577, -0.114506], [5.802797, 2.845945, -0.831931], [4.694121, 3.618639, -1.255381], [4.893240, 4.328074, -2.464224], [6.350421, 4.524909, 0.920156], [7.279837, 5.389995, -1.382395], [8.694180, 4.777196, -0.550321], [8.054465, 3.901849, -1.942122], [7.562430, 2.919120, 0.374890], [5.396434, 2.122739, -0.118898], [6.208528, 2.263821, -1.669012], [5.520066, 3.772902, -3.167865], [5.326096, 5.310795, -2.263968], [3.915392, 4.487786, -2.921424], [5.862117, 3.955566, 1.606304], [5.608289, 5.070660, 0.487842], [-0.804381, 2.142178, 5.732212], [-0.877332, 3.097093, 4.544726], [-0.420665, 2.469822, 3.215095], [0.985304, 2.327570, 3.079375], [1.532124, 1.201414, 3.737776], [-0.113913, 4.309764, 4.861504], [0.212679, 2.015135, 6.104831], [-1.398819, 2.527538, 6.562947], [-1.198082, 1.156851, 5.470616], [-1.927196, 3.380266, 4.422072], [-0.723629, 3.141358, 2.406035], [-0.923177, 1.512499, 3.028510], [0.853142, 0.344466, 3.717821], [1.797464, 1.451685, 4.767727], [2.453024, 0.926893, 3.219289], [-0.253208, 4.987353, 4.116478], [0.873137, 4.072949, 4.791285]],
  "forces_ev_per_angstrom": [[0.70, 0.81, -0.06], [-0.40, -0.92, -0.34], [0.40, 0.37, 0.35], [-0.58, 1.23, 0.58], [-0.44, -1.44, -0.45], [0.59, 0.02, 0.16], [-0.19, 0.33, 0.77], [-0.21, -0.74, 0.02], [-0.14, 0.61, 0.47], [0.35, 0.38, -0.77], [1.17, -0.58, 0.84], [-0.60, -0.71, -1.27], [1.11, 1.52, 0.32], [0.83, -0.26, -0.02], [-0.11, 0.92, -0.40], [0.32, -1.07, 0.65], [-0.43, 0.95, -0.35], [0.12, -0.80, 0.96], [-1.94, 1.69, 0.10], [0.40, -1.99, 0.35], [1.38, 0.85, 1.42], [0.19, -0.80, -1.81], [-0.67, -0.44, -1.05], [1.22, -1.33, -0.30], [-0.88, 0.70, 1.41], [0.05, 0.13, -0.16], [0.46, 0.15, -0.35], [-0.32, -0.41, -0.44], [-0.68, 0.25, 0.25], [0.25, -0.43, -0.27], [-0.47, 0.01, 0.48], [0.25, -0.58, 0.21], [0.55, 0.19, -0.18], [-0.13, 0.18, -0.60], [0.66, 0.17, 0.10], [-0.26, -0.45, -0.22], [0.34, 0.31, 0.68], [-0.32, 0.08, 0.64], [0.28, 0.46, -0.51], [0.12, -0.04, -0.64], [-0.60, 0.39, -0.16], [-0.62, 0.01, -0.31], [0.30, -0.40, -0.53], [0.41, 0.19, 0.47], [-0.60, 0.17, 0.34], [0.54, 0.21, -0.02], [-0.11, -0.62, -0.41], [-0.65, 0.26, 0.09], [0.15, 0.27, 0.52], [-0.36, -0.18, 0.56], [-0.43, 0.04, -0.36], [-0.76, 0.02, 0.03], [0.23, 0.22, 0.76], [-0.34, -0.41, 0.22], [-0.23, -0.26, -0.69], [-0.05, -0.31, -0.65], [0.03, -0.07, 0.74], [0.41, 0.34, -0.47], [-0.45, 0.63, -0.45], [0.04, 0.05, -0.21], [0.19, -0.03, 0.01], [0.07, 0.26, 0.30], [-0.05, -0.13, -0.31], [0.26, -0.01, -0.05], [-0.20, 0.26, -0.21], [-0.06, -0.15, 0.24], [0.25, -0.12, -0.14], [-0.31, 0.15, 0.14], [-0.08, -0.18, 0.03], [-0.08, -0.06, 0.03], [-0.07, 0.00, 0.03], [-0.03, 0.02, 0.01], [-0.09, -0.06, 0.02], [-0.08, 0.06, -0.01], [0.07, 0.10, -0.08], [0.07, 0.01, 0.04], [0.13, 0.00, -0.17], [0.01, -0.09, 0.06], [0.08, 0.03, 0.06], [0.07, 0.05, 0.00], [-0.18, -0.08, 0.17], [0.36, -0.18, 0.05], [-0.18, 0.26, -0.18], [-0.20, -0.17, 0.20], [0.25, 0.23, -0.11], [-0.03, 0.05, -0.17], [0.02, 0.03, -0.09], [0.04, 0.04, -0.04], [0.03, 0.02, -0.01], [0.04, 0.02, -0.12], [0.08, -0.04, -0.02], [0.05, -0.06, 0.09], [-0.05, 0.03, 0.04], [-0.06, -0.19, 0.10], [-0.07, 0.03, -0.07], [-0.08, 0.04, 0.07], [-0.02, -0.02, 0.08]],
  "charge": -1,
  "relative_energy_ev": 2.175,
  "gap_ev": 6.9
}


Which formula does entry 1 have? C23H58N5O8


What is the formula in the first record? C23H58N5O8


The lowest charge belongs to which entry? C23H59BN2O7P3S2


The lowest charge belongs to which entry? C23H59BN2O7P3S2